Entry 1:
A cluster of 2 separate species, CH6N2S2 in total at a distorted geometry. Source: the Open Molecules 2025 dataset; level of theory: ωB97M-V/def2-TZVPD.

Last column: Mulliken charge in e.
Cartesian coordinates (Å):
S: -2.393 -1.196 -0.722  -0.126
S: -1.842 1.351 0.694  -0.268
N: 1.356 0.882 0.713  -0.477
N: 0.958 -0.273 -0.141  -0.376
C: -1.804 0.448 -0.664  -0.068
H: -2.503 -1.547 0.558  0.156
H: -1.798 0.903 -1.709  0.262
H: 1.823 -0.650 -0.509  0.235
H: 0.602 1.511 0.972  0.210
H: 1.976 1.451 0.169  0.212
H: 0.516 -0.945 0.583  0.238

Summary:
Kohn-Sham gap ... 7.9 eV
SMILES string ... S=CS.NN
Calculated total energy ... -25782.6273 eV
ΔE to the lowest compared entry with this formula, charge and spin ... 52.6 kcal per mole

Entry 2:
A cluster of 2 separate species, C7H14OSi in total at a distorted geometry. Source: the Open Molecules 2025 dataset; level of theory: ωB97M-V/def2-TZVPD.

Last column: Mulliken charge in e.
Cartesian coordinates (Å):
Si: 0.787 -0.072 1.134  0.483
O: -4.064 1.957 -2.668  -0.517
C: 0.962 -1.258 2.663  -0.978
C: 2.522 0.821 0.671  -1.064
C: -2.126 -0.068 -2.069  -0.549
C: -1.340 0.885 -2.475  -0.282
C: -2.361 1.220 -1.329  0.469
C: 0.214 -1.081 -0.365  -0.477
C: -3.438 2.094 -1.648  -0.267
H: 0.643 -0.891 3.694  0.303
H: 2.655 1.744 1.380  0.272
H: -1.945 1.469 -0.303  -0.031
H: 2.015 -1.564 2.755  0.289
H: -0.521 -1.867 -0.179  0.394
H: -0.199 -0.332 -1.037  -0.312
H: -0.286 1.066 1.319  -0.170
H: 3.484 0.172 0.737  0.290
H: -3.428 2.935 -0.963  0.357
H: 1.084 -1.501 -0.859  0.376
H: 2.495 1.284 -0.275  0.363
H: -2.331 -1.085 -2.130  0.421
H: -0.553 1.371 -3.131  0.366
H: 0.234 -2.090 2.423  0.263

Summary:
Kohn-Sham gap ... 10.4 eV
SMILES string ... C[SiH](C)C.O=CC1C=C1
Calculated total energy ... -17407.2617 eV
ΔE to the lowest compared entry with this formula, charge and spin ... 80.8 kcal per mole

Entry 3:
A structure of composition CHLiO2Pt at a distorted geometry. Source: the Open Molecules 2025 dataset; level of theory: ωB97M-V/def2-TZVPD.

Last column: Mulliken charge in e.
Cartesian coordinates (Å):
Pt: 0.608 1.034 0.121  1.352
O: -0.960 -0.116 0.091  -0.209
O: 1.009 -0.821 -0.211  -0.602
C: -0.179 -0.978 0.394  0.033
Li: 2.740 -1.079 0.412  0.938
H: 0.061 -1.872 -0.236  0.488

Summary:
Kohn-Sham gap (spin up / spin down) ... 9.3 / 7.6 eV
Multiplicity ... 3
Calculated total energy ... -8572.3923 eV
Charge ... +2
ΔE to the lowest compared entry with this formula, charge and spin ... 82.0 kcal per mole